# 1
{"formula": "H3N3O2S", "method": "ωB97M-V/def2-TZVPD", "max_force_ev_per_a": 2.844, "smiles": "NN=S(=O)=NO", "homo_ev": -9.075, "orbital_gap_ha": 0.298, "e_lumo_ev": -0.96, "e_tot_ha": -714.49451, "species": ["N", "N", "S", "O", "N", "O", "H", "H", "H"], "positions_angstrom": [[-0.8678, 0.7011, -0.5580], [-0.1895, -0.4697, -0.4427], [1.4816, -0.4665, -0.2376], [1.9555, -1.6765, 0.4256], [2.5450, 0.7533, -0.1274], [3.7922, 0.5599, 0.3802], [-0.8904, 0.8271, -1.5668], [-0.6299, 1.4463, 0.1893], [3.9340, -0.2338, 0.8441]], "nbo_charge": [-0.6083, -0.5252, 1.7362, -0.8874, -0.4469, -0.5089, 0.3848, 0.3820, 0.4738]}

---

# 2
{"formula": "C25H32N4O2", "method": "ωB97M-V/def2-TZVPD", "max_force_ev_per_a": 0.928, "smiles": "Cc1cccc(OCC(=O)Nc2ccc3c(c2)nc(CCN2CCC(C)CC2)n3C)c1", "homo_ev": -7.865, "orbital_gap_ha": 0.312, "e_lumo_ev": 0.63, "e_tot_ha": -1341.39478, "species": ["C", "C", "C", "C", "C", "C", "O", "C", "C", "O", "N", "C", "C", "C", "C", "C", "C", "N", "C", "C", "C", "N", "C", "C", "C", "C", "C", "C", "N", "C", "C", "H", "H", "H", "H", "H", "H", "H", "H", "H", "H", "H", "H", "H", "H", "H", "H", "H", "H", "H", "H", "H", "H", "H", "H", "H", "H", "H", "H", "H", "H", "H", "H"], "positions_angstrom": [[-3.2951, -3.4235, -1.2552], [-4.1611, -2.6137, -0.3392], [-4.7461, -3.1785, 0.7838], [-5.5501, -2.4131, 1.6128], [-5.7774, -1.0821, 1.3313], [-5.1967, -0.5058, 0.2030], [-5.4619, 0.8293, 0.0141], [-5.0083, 1.4361, -1.1728], [-3.4802, 1.5900, -1.2637], [-2.9223, 1.6809, -2.3350], [-2.9012, 1.6280, -0.0436], [-1.5421, 1.6978, 0.2955], [-1.2325, 1.6020, 1.6615], [0.0676, 1.6530, 2.1169], [1.0664, 1.8018, 1.1693], [0.7633, 1.8993, -0.2099], [-0.5501, 1.8489, -0.6585], [1.9260, 2.0340, -0.9178], [2.8890, 2.0160, -0.0399], [4.3250, 2.1164, -0.4001], [4.7271, 1.0489, -1.4520], [4.7720, -0.3195, -1.0129], [3.4953, -0.9251, -0.7046], [3.6470, -2.4442, -0.6892], [4.6861, -2.8651, 0.3498], [4.8918, -4.3763, 0.3495], [5.9912, -2.1275, 0.0516], [5.7534, -0.6196, 0.0051], [2.4366, 1.8852, 1.2513], [3.2237, 1.8256, 2.4494], [-4.3918, -1.2724, -0.6261], [-2.4207, -2.8527, -1.5610], [-2.9686, -4.3411, -0.7726], [-3.8505, -3.6895, -2.1549], [-4.5715, -4.2191, 1.0138], [-6.0017, -2.8581, 2.4869], [-6.3990, -0.4696, 1.9652], [-5.3597, 0.9028, -2.0638], [-5.4518, 2.4372, -1.1743], [-3.5333, 1.5348, 0.7428], [-2.0381, 1.4817, 2.3722], [0.2814, 1.5761, 3.1730], [-0.7827, 1.9220, -1.7060], [4.9560, 2.0278, 0.4841], [4.5003, 3.0944, -0.8536], [5.7231, 1.3034, -1.8272], [4.0149, 1.1138, -2.2769], [2.7739, -0.6235, -1.4662], [3.1070, -0.5974, 0.2773], [2.6822, -2.9050, -0.4704], [3.9720, -2.7750, -1.6766], [4.3306, -2.5604, 1.3422], [5.6287, -4.6632, 1.0966], [5.2427, -4.7101, -0.6244], [3.9585, -4.8888, 0.5718], [6.7409, -2.3576, 0.8115], [6.3720, -2.4516, -0.9179], [6.6843, -0.1035, -0.2442], [5.4321, -0.2811, 1.0099], [2.5574, 1.7772, 3.3083], [3.8535, 2.7131, 2.5452], [3.8621, 0.9366, 2.4541], [-3.9233, -0.8440, -1.4989]], "nbo_charge": [-0.6313, 0.0284, -0.2498, -0.1834, -0.2894, 0.3797, -0.5205, -0.1655, 0.6476, -0.6084, -0.6218, 0.2104, -0.2694, -0.2211, 0.0732, 0.1865, -0.2892, -0.5020, 0.4149, -0.4869, -0.1853, -0.4512, -0.2178, -0.4008, -0.2135, -0.5960, -0.3998, -0.2113, -0.3655, -0.4042, -0.3386, 0.2225, 0.2154, 0.2223, 0.2095, 0.2138, 0.2194, 0.2061, 0.2201, 0.4087, 0.2071, 0.2120, 0.2624, 0.2108, 0.2416, 0.1946, 0.2198, 0.2194, 0.1529, 0.2061, 0.2032, 0.1877, 0.2052, 0.2024, 0.2070, 0.2032, 0.2044, 0.2007, 0.1457, 0.2189, 0.2095, 0.2050, 0.2249]}

---

# 3
{"formula": "C30H60AlP2Si2", "method": "ωB97M-V/def2-TZVPD", "total_charge": 1, "max_force_ev_per_a": 4.309, "homo_ev": -10.140, "orbital_gap_ha": 0.207, "e_lumo_ev": -4.51, "e_tot_ha": -2682.85756, "species": ["Al", "C", "C", "C", "C", "C", "C", "H", "H", "H", "C", "H", "H", "H", "C", "H", "H", "H", "C", "H", "H", "H", "C", "H", "H", "H", "C", "C", "C", "C", "C", "C", "C", "C", "H", "H", "H", "H", "H", "H", "H", "H", "H", "H", "H", "H", "P", "C", "C", "P", "C", "C", "C", "H", "H", "H", "H", "H", "H", "H", "H", "H", "H", "H", "H", "H", "H", "C", "Si", "C", "C", "C", "Si", "C", "C", "C", "H", "H", "H", "H", "H", "H", "H", "H", "H", "H", "H", "H", "H", "H", "H", "H", "H", "H", "H"], "positions_angstrom": [[-1.1728, 0.4466, 0.1238], [1.2154, 2.1269, 0.2283], [0.7452, 2.3442, -1.0957], [-1.0506, 2.7035, 0.3879], [0.1304, 2.2855, 1.1340], [-0.5965, 2.8054, -1.0107], [2.6558, 2.3081, 0.6253], [3.3302, 1.4177, 0.5633], [2.7573, 2.6649, 1.6682], [3.1279, 3.0925, -0.0047], [0.3754, 2.6352, 2.5484], [0.8585, 1.8420, 3.1177], [-0.5220, 2.9026, 3.0989], [1.0256, 3.5182, 2.6392], [-2.0086, 3.6920, 1.0247], [-1.4306, 4.6165, 1.2415], [-2.3774, 3.2938, 1.9897], [-2.8267, 4.0139, 0.3498], [-1.2420, 3.7158, -1.9828], [-0.7066, 4.6759, -2.0635], [-2.2691, 3.9589, -1.6916], [-1.2912, 3.2805, -2.9844], [1.6824, 2.3299, -2.2581], [1.3194, 2.9664, -3.0745], [1.8685, 1.3229, -2.6895], [2.6724, 2.6703, -1.9018], [4.1782, -1.6447, 0.2742], [5.2088, -0.9325, -0.2168], [5.2598, -0.4842, -1.6470], [4.5868, -1.2967, -2.8564], [3.2203, -1.1139, -3.4379], [2.0342, -1.1913, -2.7685], [2.2390, -0.8602, -1.2717], [2.9813, -2.0573, -0.5649], [6.3161, -0.6241, -1.9161], [4.8487, -2.3457, -2.6403], [5.0980, 0.5983, -1.6836], [3.2769, -2.8603, -1.2793], [4.2281, -2.1152, 1.2738], [6.1655, -0.8253, 0.3757], [2.2839, -2.5199, 0.1556], [2.9611, -0.0236, -1.2489], [1.1956, -0.6878, -3.3299], [1.3281, -0.5557, -0.6936], [5.2190, -1.0167, -3.7188], [3.1917, -0.8645, -4.5410], [-0.0892, -2.7055, -2.3913], [-0.0541, -4.5360, -2.1217], [0.1011, -2.8880, -4.2520], [-2.5116, -0.5288, -2.0647], [-1.8920, -2.3057, -2.1382], [-2.0781, -0.2150, -3.8593], [-4.2109, -1.1034, -2.6749], [-0.9756, -4.7840, -1.5864], [0.8263, -4.7780, -1.5148], [-0.0162, -5.0605, -3.0854], [-0.3364, -3.8380, -4.5892], [1.1800, -2.8855, -4.4820], [-0.3544, -2.0995, -4.8583], [-4.1372, -2.0632, -3.2146], [-4.6843, -0.4235, -3.3999], [-4.9402, -1.2655, -1.8726], [-2.2744, -2.7715, -1.2110], [-2.3956, -2.7765, -3.0072], [-2.6159, 0.6855, -4.1949], [-2.4297, -1.0700, -4.4766], [-0.9998, -0.0584, -4.0311], [-0.4743, -2.3057, 4.2467], [-0.1996, -0.5746, 3.5651], [-0.3875, 0.3924, 5.1754], [1.6010, -0.3989, 3.0656], [-1.3432, -0.2293, 2.0464], [-2.9757, 0.4413, 2.6547], [-2.9072, 1.9216, 3.8537], [-4.1479, 1.0103, 1.2825], [-3.9208, -0.8899, 3.5840], [0.4068, -2.5420, 4.8716], [-0.5383, -3.0733, 3.4651], [-1.3650, -2.3930, 4.8899], [0.5068, 0.1368, 5.7659], [-0.4122, 1.4823, 5.1028], [-1.2567, 0.0760, 5.7654], [2.1174, -1.2404, 3.5506], [1.7857, -0.4619, 1.9852], [2.0795, 0.5138, 3.4513], [-1.4818, -1.2810, 1.7410], [-2.1475, 2.6893, 3.6501], [-3.9023, 2.4026, 3.7804], [-2.7421, 1.5643, 4.8841], [-4.3328, 0.1924, 0.5701], [-5.0884, 1.3014, 1.7871], [-3.7159, 1.8919, 0.7842], [-3.5714, -1.8993, 3.3073], [-3.8131, -0.7140, 4.6704], [-4.9769, -0.7511, 3.2810]], "mulliken_charge": [-1.8710, 0.8036, 1.0464, 1.6523, 0.6022, 0.5232, -1.9020, -0.0075, 0.5243, 0.4212, -0.9804, -0.4102, 0.0139, 0.4186, -1.6460, 0.4024, 0.0019, 0.5474, -2.0166, 0.3263, 0.4302, 0.4459, -1.5842, 0.4874, 0.0415, 0.1637, -0.5232, -0.6908, -0.5513, -0.9838, -0.9502, -0.2033, 2.2881, -0.8660, 0.5338, 0.2345, 0.2388, 0.6433, 0.3966, 0.3564, 0.5835, 0.1135, 0.0158, -1.9396, 0.5015, 0.3356, 1.1479, -1.3662, -1.5868, 1.1285, -1.8009, -1.4650, -1.3522, 0.4063, 0.3102, 0.3758, 0.5257, 0.3606, 0.3591, 0.4103, 0.4272, 0.3813, 0.5163, 0.5705, 0.5413, 0.4606, 0.2201, -1.2620, 0.6684, -1.2435, -0.8664, 0.8302, 1.1601, -1.3928, -1.0683, -1.2649, 0.3499, 0.3290, 0.3110, 0.4435, 0.3565, 0.3564, 0.5863, -0.1685, 0.5420, 0.5126, 0.5044, 0.5073, 0.4209, 0.1538, 0.5056, 0.2240, 0.3084, 0.3024, 0.3554]}

---

# 4
{"formula": "C4H9O", "method": "ωB97M-V/def2-TZVPD", "total_charge": -1, "max_force_ev_per_a": 1.694, "homo_ev": -1.919, "orbital_gap_ha": 0.212, "e_lumo_ev": 3.85, "e_tot_ha": -232.97304, "species": ["C", "O", "H", "H", "H", "C", "C", "C", "H", "H", "H", "H", "H", "H"], "positions_angstrom": [[-2.9381, -0.5253, 0.7599], [-2.4704, -0.2819, -0.4757], [-3.1108, 0.3970, 1.3768], [-3.9050, -1.1078, 0.8030], [-2.2891, -1.1815, 1.4203], [0.7285, 0.4312, -1.0555], [2.1572, 0.4535, -0.6339], [2.5914, -0.0475, 0.5288], [0.2369, 1.3774, -0.7949], [0.4932, 0.3328, -2.1150], [0.1600, -0.3134, -0.4962], [2.9359, 0.6439, -1.3805], [3.5989, 0.1804, 0.8503], [1.8115, -0.3588, 1.2124]], "nbo_charge": [-0.1834, -0.9829, 0.0659, 0.0610, 0.0512, -0.6834, -0.1435, -0.4532, 0.2333, 0.2153, 0.2695, 0.1708, 0.1835, 0.1959]}

---

# 5
{"formula": "C4H5N3OS3", "method": "ωB97M-V/def2-TZVPD", "max_force_ev_per_a": 3.752, "smiles": "NC(=O)C1=NN2CS[C@]1(S)S2", "homo_ev": -8.886, "orbital_gap_ha": 0.302, "e_lumo_ev": -0.66, "e_tot_ha": -1589.39706, "species": ["N", "C", "O", "C", "N", "N", "C", "S", "C", "S", "S", "H", "H", "H", "H", "H"], "positions_angstrom": [[-2.0324, -0.5287, -1.7529], [-0.6715, -0.5000, -1.8403], [0.0664, -0.9146, -2.7415], [-0.0360, 0.3205, -0.7420], [-0.6884, 0.5960, 0.2969], [0.1293, 1.1877, 1.2596], [0.7054, 0.1044, 2.1344], [1.8958, -0.8036, 1.0938], [1.4253, 0.3655, -0.5466], [2.4782, 0.3688, -1.9263], [1.4886, 1.9648, 0.4011], [-2.3867, 0.0148, -0.8520], [-2.5561, -1.3328, -1.9845], [1.2438, 0.7247, 2.8396], [-0.1470, -0.5608, 2.2859], [3.4037, 1.0838, -1.3686]], "nbo_charge": [-0.8090, 0.6302, -0.5657, 0.0807, -0.2228, -0.3841, -0.3903, 0.1281, -0.4283, 0.1601, 0.3860, 0.4221, 0.4085, 0.2440, 0.2407, 0.0999]}

---

# 6
{"formula": "CFIO", "method": "ωB97M-V/def2-TZVPD", "max_force_ev_per_a": 2.121, "homo_ev": [-9.471, -9.471], "orbital_gap_ha": [0.302, 0.302], "e_lumo_ev": [-1.25, -1.24], "e_tot_ha": -510.67121, "species": ["C", "O", "F", "I"], "positions_angstrom": [[-0.3851, -0.2673, -0.7093], [0.7707, -0.2413, 2.3310], [-0.3929, 0.5064, -1.7001], [0.5207, 0.8339, 0.8713]], "nbo_charge": [0.2129, -0.9789, -0.3031, 1.0691]}